Entry 1:
{
  "formula": "C2HClN2S",
  "method": "ωB97M-V with the def2-TZVPD basis set",
  "elements": ["C", "C", "N", "N", "S", "Cl", "H"],
  "xyz": [[1.2854, 0.2054, 0.6320], [-0.3935, 1.8195, -1.0032], [0.4088, -0.5373, 0.3913], [-0.6036, -1.1813, 0.5780], [-1.8514, 1.3968, -0.8211], [-0.6548, -2.7808, -0.1331], [1.8091, 1.0777, 0.3561]],
  "atomic_forces_ev_per_a": [[0.33, -0.34, 0.11], [-0.67, 0.22, -0.12], [1.60, 0.32, 0.61], [-2.36, -1.14, 0.11], [0.49, 0.13, -0.11], [0.40, 0.38, -0.12], [0.22, 0.43, -0.49]],
  "mulliken_charge": [-0.147, -0.024, 0.398, -0.426, -0.026, -0.096, 0.320],
  "e_above_lowest_kj_mol": 482.1,
  "total_energy_ha": -1044.4727,
  "spin_multiplicity": 1,
  "lumo_ev": -0.27
}

Entry 2:
{
  "formula": "C24H41AsF6N3NaO6S3",
  "method": "ωB97M-V with the def2-TZVPD basis set",
  "elements": ["Na", "As", "F", "F", "F", "F", "F", "F", "C", "C", "C", "C", "N", "H", "H", "H", "H", "H", "H", "H", "C", "C", "C", "S", "O", "O", "C", "H", "H", "H", "H", "H", "H", "H", "H", "C", "C", "C", "S", "O", "O", "C", "H", "H", "H", "H", "H", "H", "H", "H", "C", "C", "C", "S", "O", "O", "C", "H", "H", "H", "H", "H", "H", "H", "H", "N", "C", "C", "C", "C", "H", "H", "H", "H", "H", "N", "C", "C", "C", "C", "H", "H", "H", "H", "H"],
  "xyz": [[1.0597, -0.9113, 3.4946], [-0.0357, 0.6756, 0.7124], [-1.0925, 2.0702, 0.3786], [0.6275, 1.3090, 2.2790], [1.0261, -0.8329, 0.9743], [-0.5987, -0.1822, -0.8389], [1.3165, 1.4058, -0.1443], [-1.3029, -0.2436, 1.6082], [0.7450, 4.4100, -2.4806], [0.0030, 3.1327, -2.9459], [0.6370, 2.2187, -3.9172], [2.0592, 1.6548, -3.6769], [3.0754, 1.1335, -3.5954], [0.1442, 4.9702, -1.7641], [1.0632, 5.0608, -3.2951], [1.5997, 4.1746, -1.8465], [-0.9618, 3.3539, -3.4022], [-0.1066, 2.4398, -2.1116], [0.6272, 2.6347, -4.9247], [0.0402, 1.3067, -3.9000], [-3.4975, -3.1286, 1.6836], [-2.9900, -4.1929, 0.7456], [-1.4125, -4.0762, 0.5486], [-0.7681, -3.9365, 2.2630], [0.3253, -2.9178, 2.4406], [-0.6358, -5.3019, 2.7928], [-2.4354, -3.0826, 2.8312], [-4.5113, -3.2565, 2.0629], [-3.4104, -2.2229, 1.0834], [-3.6210, -3.9946, -0.1208], [-3.2871, -5.2187, 0.9639], [-1.2548, -3.0634, 0.1780], [-0.9403, -4.8291, -0.0824], [-2.1199, -2.0555, 3.0146], [-2.8384, -3.4430, 3.7777], [4.2987, 3.7461, 2.3029], [2.8604, 3.8607, 2.7854], [2.8061, 3.2121, 4.2364], [3.7244, 1.6126, 3.9982], [2.8189, 0.5627, 3.5559], [4.5280, 1.3915, 5.1617], [4.6612, 2.2551, 2.5227], [4.8862, 4.4908, 2.8400], [4.5366, 4.0170, 1.2742], [2.0772, 3.3326, 2.2415], [2.5718, 4.9092, 2.7107], [1.8493, 2.8368, 4.5994], [3.2853, 3.9843, 4.8382], [4.3432, 1.7933, 1.5880], [5.6835, 1.8972, 2.6444], [3.8797, -1.5803, -1.8197], [2.5401, -1.8080, -2.5833], [1.9601, -3.1488, -1.9764], [3.3335, -4.3547, -2.0974], [3.5274, -4.7843, -3.4446], [3.2250, -5.2065, -0.9041], [4.6172, -2.9827, -1.7532], [3.8732, -1.2339, -0.7862], [4.4626, -0.7501, -2.2186], [2.8132, -1.9055, -3.6340], [1.8887, -0.9636, -2.3579], [0.9792, -3.4680, -2.3284], [1.6956, -3.0193, -0.9269], [5.2892, -3.2198, -2.5780], [5.2034, -3.2800, -0.8837], [-3.8236, 1.2572, 1.1066], [-3.8384, 2.0113, 2.2486], [-4.9033, 2.9448, 2.2285], [-5.5329, 2.6914, 0.9961], [-4.8774, 1.7000, 0.3273], [-3.0169, 0.7072, 0.8480], [-3.1197, 1.7714, 3.0182], [-5.2200, 3.6745, 2.9589], [-6.3401, 3.2115, 0.5019], [-4.8608, 1.3533, -0.6954], [-2.5414, -0.4387, -2.7147], [-2.7071, -1.7850, -2.3752], [-4.0811, -1.8945, -2.1968], [-4.6500, -0.6487, -2.4552], [-3.6806, 0.2804, -2.8811], [-1.6429, 0.0175, -2.6470], [-1.7980, -2.3678, -2.3561], [-4.7796, -2.6804, -1.9501], [-5.6848, -0.3396, -2.4583], [-3.6483, 1.2765, -3.2974]],
  "atomic_forces_ev_per_a": [[0.13, -0.03, -0.72], [0.96, -1.89, -1.13], [1.26, -1.70, 0.65], [-1.27, -0.54, -1.46], [-1.10, 2.03, -0.03], [0.74, 1.43, 2.06], [-1.11, -0.30, 0.55], [0.87, 1.19, -0.58], [-0.19, -0.57, 0.31], [0.46, 0.50, 1.47], [2.34, -1.42, -1.26], [-2.07, 1.18, -0.24], [0.38, 0.01, 0.12], [-0.46, 0.13, -0.39], [-0.07, -0.03, -0.01], [0.36, -0.36, -0.41], [-0.16, 0.17, 0.39], [-0.65, 0.70, 0.63], [0.20, -0.19, -0.14], [-0.11, -0.06, -0.46], [2.33, 0.03, 1.02], [-0.10, -1.23, -1.05], [-1.55, 1.23, 0.47], [-1.30, 0.16, 0.61], [-1.95, -2.15, -0.13], [0.17, 1.99, -0.38], [0.39, 0.67, -0.04], [0.16, -0.14, -0.15], [-0.30, 0.35, 0.38], [0.94, -0.11, -0.93], [0.31, -0.06, 0.68], [0.32, 0.05, -0.40], [0.03, -0.01, 0.42], [0.11, -0.03, -0.04], [0.47, -0.61, -0.10], [0.61, -0.73, 0.64], [-1.34, -0.49, 0.43], [0.38, 0.15, -1.88], [-0.14, 2.40, -0.95], [0.23, 0.20, 0.41], [0.49, -0.40, -0.02], [0.21, -0.40, -0.20], [0.24, -0.38, 0.59], [-0.69, -0.23, -0.22], [0.50, -0.19, -0.74], [-0.16, 0.02, 0.70], [-0.18, 0.69, -0.09], [0.22, -0.93, 0.82], [-0.53, -0.60, 0.40], [0.19, 0.62, 0.27], [1.00, -1.22, 0.53], [0.51, -0.84, 1.92], [-0.10, 0.87, -0.52], [-0.44, 2.89, 3.54], [-0.06, -0.84, -0.48], [0.31, 0.08, -1.86], [-0.36, -0.85, -1.34], [-1.24, -0.25, 0.27], [0.22, -0.51, -0.87], [-0.50, 0.06, -0.05], [-0.15, -0.18, -0.42], [0.36, -0.35, -1.00], [0.83, 0.14, 0.34], [0.04, 0.58, -0.33], [-0.56, 0.39, 0.40], [-1.00, 1.35, 0.72], [-0.48, 0.69, 0.84], [1.33, -1.74, -0.33], [-0.60, 0.25, -1.15], [1.51, -0.76, -0.51], [-0.49, -0.05, -0.15], [-0.01, 0.26, 0.06], [0.28, -0.24, 0.10], [-0.13, 0.16, 0.39], [-0.65, 0.07, 0.11], [1.86, -0.26, -0.74], [-0.79, 2.30, -0.12], [-0.11, -0.35, 0.17], [-0.66, 2.74, -1.44], [-0.26, -2.67, 1.41], [0.01, -0.33, -0.25], [-0.44, -0.33, 0.31], [0.70, -0.56, 0.04], [-0.20, -0.60, 0.12], [-0.27, -0.05, 0.39]],
  "mulliken_charge": [1.016, 2.309, -0.515, -0.451, -0.501, -0.367, -0.579, -0.359, -1.326, 0.471, -0.304, 0.148, -0.484, 0.382, 0.362, 0.292, 0.321, -0.321, 0.425, 0.032, -0.007, -0.902, 0.004, 0.763, -0.526, -0.666, -0.534, 0.442, -0.199, 0.258, 0.381, -0.315, 0.597, 0.060, 0.505, -0.723, -0.199, -0.713, 0.822, -0.595, -0.647, -0.469, 0.283, 0.392, -0.162, 0.425, 0.426, 0.332, 0.160, 0.452, -0.628, -0.059, -0.454, 1.090, -0.636, -0.644, -0.811, 0.097, 0.602, 0.437, -0.386, 0.597, 0.007, 0.319, 0.432, 0.423, -0.258, -0.815, -0.386, -0.366, -0.017, 0.402, 0.407, 0.382, 0.055, 0.130, -0.627, -0.578, -0.537, -0.292, 0.196, 0.365, 0.459, 0.458, 0.439],
  "total_energy_ha": -5746.6564,
  "spin_multiplicity": 1,
  "lumo_ev": -0.65
}

Entry 3:
{
  "formula": "CHCrF3O",
  "method": "ωB97M-V with the def2-TZVPD basis set",
  "elements": ["O", "Cr", "H", "C", "F", "F", "F"],
  "xyz": [[2.4519, 0.6658, -1.1379], [3.6374, 1.8179, -0.4868], [2.1381, -0.2269, -0.8109], [1.0099, -2.5614, -0.2641], [0.0157, -2.7658, -1.1052], [1.9103, -3.5160, -0.3829], [0.5541, -2.5204, 0.9739]],
  "atomic_forces_ev_per_a": [[-0.52, -1.72, 0.77], [0.15, 0.38, -0.11], [0.70, 1.87, -0.67], [-5.14, -10.14, 2.33], [3.10, 2.92, 0.94], [-0.35, 4.24, -0.41], [2.07, 2.46, -2.84]],
  "mulliken_spin": [-0.048, 3.996, 0.048, 0.001, 0.001, 0.001, 0.001],
  "total_energy_ha": -1457.0666,
  "spin_multiplicity": 5,
  "charge": 2,
  "s2": 6.05,
  "lumo_ev": [-14.66, -14.65]
}

Entry 4:
{
  "formula": "C2H6Cl3NP",
  "method": "ωB97M-V with the def2-TZVPD basis set",
  "elements": ["C", "N", "C", "P", "Cl", "Cl", "Cl", "H", "H", "H", "H", "H", "H"],
  "xyz": [[-0.1927, 0.4766, -1.3609], [0.0807, -0.0874, -0.0420], [1.3302, -0.8211, 0.0858], [-0.9831, 0.2214, 1.1455], [-0.4276, -0.5890, 2.8184], [-2.7857, -0.3831, 0.6500], [-1.2073, 2.3397, 1.4666], [-1.0409, 1.1576, -1.3110], [0.6738, 1.0408, -1.7075], [-0.4087, -0.3148, -2.0777], [2.1731, -0.1841, -0.1860], [1.4743, -1.1746, 1.1021], [1.3137, -1.6821, -0.5832]],
  "atomic_forces_ev_per_a": [[-0.17, 0.26, -0.41], [-0.87, 0.32, 1.11], [0.50, -0.33, 0.14], [0.39, 2.23, -0.76], [-0.05, 0.03, 0.06], [0.14, 0.14, 0.14], [0.26, -2.67, -0.36], [-0.02, 0.01, -0.11], [-0.01, 0.00, 0.12], [-0.03, -0.05, 0.05], [-0.10, 0.07, 0.03], [0.03, -0.01, -0.04], [-0.06, 0.02, 0.01]],
  "mulliken_charge": [-0.998, 0.088, -0.735, 0.921, -0.067, -0.049, -0.112, 0.388, 0.341, 0.337, 0.314, 0.246, 0.325],
  "e_above_lowest_kj_mol": 0.0,
  "total_energy_ha": -1856.2881,
  "spin_multiplicity": 1,
  "charge": 1,
  "smiles": "C[N+](C)=P(Cl)(Cl)Cl",
  "lumo_ev": -5.04
}

Entry 5:
{
  "formula": "C24H16O8",
  "method": "ωB97M-V with the def2-TZVPD basis set",
  "elements": ["C", "C", "C", "O", "C", "C", "C", "O", "H", "H", "H", "H", "C", "C", "C", "O", "C", "C", "C", "O", "H", "H", "H", "H", "C", "C", "C", "O", "C", "C", "C", "O", "H", "H", "H", "H", "C", "C", "C", "O", "C", "C", "C", "O", "H", "H", "H", "H"],
  "xyz": [[-0.7328, 1.2329, 2.8027], [-1.1042, 1.3334, 4.2642], [-0.6578, 2.6463, 5.0090], [-0.7966, 2.8167, 6.1219], [-0.0692, 3.7565, 4.1812], [0.2160, 3.5888, 2.7667], [-0.1982, 2.3600, 2.0528], [0.1000, 2.2341, 0.8393], [-1.1599, 0.2790, 2.2572], [-1.7041, 0.4413, 4.6416], [0.0325, 4.7736, 4.5836], [0.7771, 4.3782, 2.1511], [1.1207, 1.6972, -3.0070], [0.0077, 1.2263, -3.9427], [0.4912, 0.2329, -5.0863], [-0.2686, -0.1699, -5.9848], [1.7662, -0.1537, -5.0302], [2.7959, 0.2358, -3.9346], [2.4872, 1.2885, -3.0728], [3.4210, 1.6681, -2.3396], [0.7329, 2.3668, -2.1353], [-1.1248, 1.6318, -3.8262], [2.0245, -0.8204, -5.8849], [3.7515, -0.0407, -4.0400], [-1.1081, -1.7565, -0.9472], [-1.0518, -3.1209, -0.3284], [-2.2348, -3.4689, 0.6472], [-2.1579, -4.5037, 1.2441], [-3.4076, -2.6695, 0.4742], [-3.4040, -1.3750, -0.1512], [-2.3010, -0.9007, -0.8949], [-2.3361, 0.2955, -1.3883], [-0.1723, -1.6433, -1.6572], [-0.0401, -3.5739, -0.2695], [-4.4359, -3.0247, 1.1593], [-4.3799, -0.7593, -0.0611], [1.6560, -0.1334, -0.2592], [1.1352, 0.4415, 1.1379], [0.6008, -0.6614, 2.0763], [-0.0972, -0.3336, 3.1342], [0.7072, -2.0508, 1.6687], [1.5640, -2.4587, 0.5444], [2.0313, -1.4799, -0.4725], [2.7027, -1.6747, -1.4171], [1.7605, 0.7029, -0.9460], [1.3469, 1.4862, 1.1628], [-0.1644, -2.7909, 1.8984], [1.8783, -3.5500, 0.2581]],
  "atomic_forces_ev_per_a": [[-5.50, 0.51, 4.63], [0.45, 2.47, -3.98], [-0.55, -2.77, -7.94], [-0.90, 0.93, 7.76], [0.92, -0.01, -5.85], [-0.35, 1.30, 3.85], [0.90, 1.04, -0.69], [-3.52, 2.83, 1.08], [-1.83, 4.25, -0.18], [1.11, 1.73, 0.11], [0.29, -0.79, 0.32], [-1.19, -1.20, 1.03], [-7.67, 0.62, -1.52], [3.30, 1.63, 2.66], [-6.97, 2.67, 0.47], [0.86, 0.81, 1.47], [9.97, -1.13, 3.60], [-7.38, -2.01, -7.43], [1.69, 0.35, 2.24], [-1.56, 0.50, -0.56], [1.08, -1.11, -1.72], [3.07, -1.26, -0.30], [0.29, 0.42, 1.03], [3.34, -1.37, -0.21], [2.51, -6.10, -0.32], [-1.33, 6.40, -0.65], [2.65, -0.97, -3.51], [-0.34, -0.61, 1.41], [-4.32, 4.11, 1.29], [-3.78, -4.04, 3.06], [1.71, 4.85, -2.11], [0.30, -4.38, 1.49], [-2.37, 0.73, 1.41], [-1.58, -0.34, -0.39], [3.29, 1.08, -2.28], [2.00, -0.97, -0.42], [-3.52, 5.06, 6.94], [4.15, -7.52, -5.44], [0.26, 1.56, 1.10], [6.71, -6.06, -2.92], [1.04, -2.80, -4.23], [-1.12, -0.71, 3.00], [-1.52, 1.23, 3.18], [2.29, -2.25, -3.20], [0.54, -0.81, 0.05], [1.44, -1.13, 1.05], [2.26, 1.30, 0.72], [-1.10, 1.98, 0.91]],
  "mulliken_charge": [0.308, -0.699, 0.235, -0.450, -0.432, -0.472, 0.401, -0.487, 0.353, 0.340, 0.389, 0.331, -0.085, -0.273, 0.458, -0.577, -0.421, -0.582, 0.856, -0.601, 0.129, 0.246, 0.339, 0.708, 0.124, -0.838, 0.553, -0.534, -0.572, -0.213, 0.454, -0.584, 0.310, 0.733, 0.221, 0.338, 0.597, -0.534, 0.305, -0.351, -0.196, -1.050, 0.368, -0.482, -0.225, 0.549, 0.512, 0.501],
  "e_above_lowest_kj_mol": 1583.3,
  "total_energy_ha": -1525.2976,
  "spin_multiplicity": 1,
  "lumo_ev": -3.11
}

| no. | molecular weight (g/mol) |
| --- | --- |
| 1 | 120.6 |
| 2 | 775.7 |
| 3 | 138.0 |
| 4 | 181.4 |
| 5 | 432.4 |